66
Properties=species:S:1:pos:R:3:forces:R:3:mulliken_charge:R:1 method="wB97M-V/def2-TZVPD" gap_ev=10.630 charge=0 lumo_ev=0.41
O -1.541051 4.632018 -1.933108 0.10 0.16 -0.24 -0.5169
S -1.740688 3.215654 -2.043233 -0.34 0.01 0.34 0.7274
O -2.959606 2.911593 -3.142727 0.43 -0.41 -0.15 -0.2108
O -2.524686 2.752748 -4.495433 -0.34 0.39 -0.24 -0.3325
O -0.572733 2.584628 -2.958779 0.14 0.17 0.03 -0.1904
C 0.552170 2.096002 -2.213228 0.34 -1.24 -0.30 -1.0326
C 0.473002 0.572472 -2.053631 -1.73 0.63 -0.30 0.6256
C -0.881148 0.051796 -1.666791 1.77 -1.16 3.05 -0.7933
O 0.351973 0.107766 -0.763450 0.93 -0.20 0.01 -0.4000
H -2.304672 1.809852 -4.551298 0.10 -0.02 0.22 0.3328
H 1.432916 2.291188 -2.818311 0.01 0.55 0.13 0.2270
H 0.624094 2.514139 -1.210200 0.04 0.30 -0.08 0.5251
H 1.033284 -0.036087 -2.756547 0.07 -0.01 0.02 0.3406
H -1.505979 0.558774 -0.941888 -0.95 0.75 -1.29 0.2706
H -1.035242 -1.019865 -1.623683 -0.52 -0.01 -1.17 0.4120
C 1.187964 -1.390377 2.497865 0.36 0.30 -0.17 -0.7459
O 0.598844 -2.176411 3.551205 -0.14 -0.65 1.85 -0.0995
P -0.024139 -3.566380 3.087133 -1.53 -0.08 -4.01 0.8983
O 0.862149 -4.250126 2.141044 0.40 -0.08 0.43 -0.6923
O -1.356886 -3.006424 2.362239 0.27 0.03 0.13 -0.3581
C -2.050787 -1.860275 2.852765 -0.11 -0.09 -0.07 -0.5948
O -0.809519 -4.627771 3.973215 1.01 1.02 1.80 -0.2901
C -0.034482 -5.526399 4.796451 -0.03 -0.20 -0.02 -0.6917
H 1.228040 -0.360339 2.847363 -0.11 -0.05 0.14 0.1866
H 2.200062 -1.734053 2.298962 -0.05 -0.15 -0.04 0.2963
H 0.598522 -1.433954 1.584255 -0.02 -0.10 0.01 0.4648
H -1.850763 -1.008449 2.200702 0.01 0.01 0.01 0.1821
H -1.757713 -1.599386 3.868425 0.00 -0.01 0.01 0.3088
H -3.116597 -2.080956 2.837727 0.00 -0.01 -0.03 0.2847
H 0.737146 -4.996342 5.352886 0.01 0.02 0.00 0.3046
H 0.422007 -6.290467 4.170576 0.04 0.06 -0.05 0.2994
H -0.720964 -5.991223 5.498231 -0.06 0.05 -0.03 0.2420
C 3.101778 5.067176 6.691769 0.17 0.18 0.18 -0.6622
O 2.571646 3.731964 6.738540 -0.40 -1.72 0.81 -0.3379
P 2.634366 2.933444 5.360496 -0.22 2.41 -3.53 0.9211
O 3.925122 3.143402 4.698173 0.26 -0.29 0.43 -0.6902
O 1.432933 3.685735 4.584815 0.19 -0.03 0.25 -0.3055
C 0.266014 4.140868 5.268829 -0.05 -0.05 -0.13 -0.6980
O 2.083709 1.476307 5.045238 0.04 -0.37 2.24 -0.0770
C 2.880325 0.342915 5.455377 0.07 -0.23 -0.12 -0.6938
H 2.668840 5.597946 7.536455 -0.04 -0.07 0.01 0.2487
H 4.183669 5.040573 6.791515 0.01 -0.05 -0.10 0.2483
H 2.827159 5.567004 5.764453 0.02 -0.06 -0.05 0.3408
H 0.306864 5.225752 5.374358 -0.01 0.00 0.00 0.2769
H 0.163316 3.695850 6.257358 0.00 -0.02 0.00 0.3303
H -0.601009 3.873225 4.668019 0.01 0.02 -0.03 0.2636
H 3.231114 0.448209 6.480809 -0.01 0.03 0.01 0.3921
H 3.731349 0.228429 4.786623 0.03 0.13 0.00 0.2988
H 2.249871 -0.539998 5.385068 -0.10 0.08 -0.01 0.1501
C -1.234224 0.355974 -8.183904 -0.05 0.28 -0.10 -0.5925
O -1.961836 -0.673736 -7.490064 -1.56 -0.79 0.83 -0.3227
P -1.123243 -1.486713 -6.408420 4.23 -0.39 -0.83 1.1407
O -0.287342 -0.572379 -5.616027 -0.54 0.27 0.26 -0.6041
O -0.243397 -2.399254 -7.402411 -0.19 0.24 0.07 -0.4053
C -0.772884 -2.898217 -8.631866 0.09 -0.11 0.03 -0.7038
O -1.601677 -2.700896 -5.503265 -2.13 0.72 -0.52 -0.3497
C -2.369499 -2.350869 -4.331813 0.01 0.02 0.24 -0.6445
H -1.782189 0.550396 -9.102476 -0.05 -0.06 0.03 0.2547
H -1.200954 1.259129 -7.580076 0.06 -0.04 0.07 0.1980
H -0.223067 0.029820 -8.420952 0.01 -0.03 0.07 0.3451
H -0.351048 -2.333226 -9.463839 0.00 0.00 0.00 0.2663
H -1.858577 -2.829389 -8.674911 -0.01 -0.01 0.02 0.3251
H -0.479914 -3.941907 -8.722992 0.03 0.01 0.01 0.2734
H -3.143098 -1.622204 -4.573518 -0.03 0.00 0.03 0.3150
H -1.697104 -1.939158 -3.583741 0.00 0.04 -0.02 0.2248
H -2.841530 -3.249519 -3.946357 0.07 -0.10 -0.14 0.2934